1.
Entry from the OMol25 dataset: a structure of composition C21H28CuF6N8O7S3 in a non-equilibrium geometry (the ωB97M-V functional and the def2-TZVPD basis).

Cartesian coordinates (Å):
Cu -1.232 -0.264 0.275
C 0.952 1.834 -0.552
N 1.372 1.968 0.820
C 1.882 3.175 1.398
C 2.484 2.598 2.681
N 1.479 1.519 2.984
C 0.616 1.687 4.188
C 0.876 1.164 1.822
N 0.049 0.206 1.637
C -0.197 -0.762 2.721
C -0.055 -2.131 2.021
N -0.742 -2.169 0.745
C -0.819 -3.224 -0.058
N -0.213 -4.435 -0.042
C 0.886 -4.926 0.844
C -0.440 -5.059 -1.374
C -1.190 -4.018 -2.202
N -1.579 -3.104 -1.166
C -2.407 -1.930 -1.470
H 0.000 2.302 -0.779
H 0.836 0.790 -0.814
H 1.774 2.275 -1.189
H 1.073 3.826 1.617
H 2.584 3.692 0.790
H 2.465 3.395 3.433
H 3.424 2.255 2.397
H -0.364 1.226 3.977
H 0.396 2.733 4.338
H 1.141 1.285 5.054
H -1.105 -0.566 3.262
H 0.590 -0.687 3.515
H -0.507 -2.872 2.729
H 1.015 -2.349 1.906
H 0.604 -4.823 1.897
H 1.832 -4.399 0.638
H 1.091 -6.003 0.685
H -0.949 -5.993 -1.259
H 0.486 -5.163 -1.849
H -2.069 -4.388 -2.718
H -0.486 -3.646 -2.974
H -2.879 -2.072 -2.433
H -0.949 -0.845 -2.303
H -3.117 -1.754 -0.609
F 4.192 1.979 -0.817
C 4.928 1.134 -1.565
F 5.009 1.613 -2.807
F 6.154 1.210 -1.031
S 4.210 -0.640 -1.052
O -1.612 -0.751 -1.635
O 5.436 -1.419 -1.632
N 3.011 -0.438 -2.098
S 1.787 -1.479 -2.323
O 0.705 -0.766 -2.977
O 1.435 -2.381 -1.203
C 2.497 -2.563 -3.642
F 2.790 -1.865 -4.700
F 1.501 -3.454 -3.825
F 3.573 -3.195 -3.228
O -2.199 2.085 2.263
C -2.624 2.233 1.117
N -2.464 1.302 0.141
S -3.142 1.717 -1.342
O 4.488 -2.496 -0.972
O -4.296 0.759 -1.595
C -3.791 3.239 -0.673
C -4.595 4.129 -1.317
C -4.960 5.299 -0.618
C -4.574 5.446 0.716
C -3.761 4.551 1.364
C -3.394 3.398 0.620
H -5.003 3.900 -2.330
H -5.581 6.046 -1.037
H -4.868 6.363 1.208
H -3.460 4.695 2.405

Forces on the atoms, in the same order (eV/Å):
Cu 0.1 0.4 -0.3
C 1.2 0.7 -0.8
N -0.9 -1.4 -0.2
C 0.2 -0.6 0.6
C -3.0 1.3 -0.2
N 0.5 0.6 1.5
C 0.2 -0.3 -0.9
C 1.0 1.2 -1.3
N -0.7 -0.6 1.0
C 2.1 -0.2 -0.6
C -0.5 -1.1 1.4
N -0.7 -0.2 -0.2
C 1.0 1.6 1.5
N 0.0 -0.4 0.0
C -0.2 0.3 -0.4
C -0.3 0.5 0.8
C 0.3 -0.5 -0.2
N -1.4 1.4 -1.2
C 0.7 -0.5 0.8
H -0.2 0.4 0.1
H 0.3 -0.2 0.0
H -1.1 -0.6 0.5
H -0.9 1.0 0.3
H 0.7 0.2 -0.7
H 0.4 -0.6 0.2
H 1.8 -1.0 0.3
H 0.6 0.1 0.4
H 0.1 0.5 0.1
H -0.3 -0.1 0.1
H -0.9 -0.2 -0.3
H -0.4 -0.3 -0.8
H 0.5 0.2 -0.5
H -0.2 0.1 0.0
H 0.0 0.1 -0.3
H -0.4 0.0 0.1
H -0.5 0.6 -0.2
H -0.3 -0.6 0.0
H 1.6 -0.7 -0.5
H -0.1 -0.3 0.0
H -0.6 0.4 0.6
H -0.6 -0.5 0.2
H 1.4 -0.2 -1.0
H 0.6 0.0 -1.2
F -0.6 0.6 -0.1
C 0.0 -0.7 0.8
F -0.4 -0.4 0.1
F 0.6 -0.2 -0.1
S 0.3 0.9 0.2
O -1.8 0.2 1.5
O -0.8 -1.3 0.4
N -1.7 -1.2 -0.6
S 2.1 0.2 1.9
O 0.1 -0.2 0.1
O 0.5 1.4 -1.8
C -0.5 0.1 1.8
F -0.3 0.0 -1.0
F 0.3 -0.4 -1.1
F -0.1 -0.3 -0.3
O -0.2 0.5 -0.4
C 0.4 -0.6 0.9
N 0.5 -0.3 -0.4
S -1.3 -1.6 -0.3
O 0.7 1.4 -0.6
O 1.3 1.3 0.2
C 0.1 -0.7 0.0
C -1.3 1.3 -1.1
C 0.5 -1.8 0.3
C 0.1 1.1 -0.4
C 0.3 -1.5 -0.3
C 0.0 1.3 1.7
H 0.5 0.4 0.9
H -0.5 0.5 -0.6
H -0.1 0.0 0.2
H 0.0 -0.2 -0.4

Computed properties:
F_max in eV/Å: 3.254
Orbital gap (spin up / spin down) in eV: 9.06 / 7.63
Multiplicity: 2
Expectation value of S²: 0.7527

Here are the Löwdin charges for atoms 1 to 6, given in e:
1. Cu 0.635
2. C -0.027
3. N -0.072
4. C -0.125
5. C -0.067
6. N -0.049

=====

2.
Entry from the OMol25 dataset: a structure of composition CHKNaO3 in a non-equilibrium geometry (the ωB97M-V functional and the def2-TZVPD basis).

Cartesian coordinates (Å):
O 3.375 -0.284 0.291
H 2.844 0.451 2.344
C 2.984 0.875 0.460
O 2.378 1.039 1.721
O -2.349 -0.498 -0.864
Na -3.208 0.806 -2.270
K -0.228 -0.033 0.086

Forces on the atoms, in the same order (eV/Å):
O 0.2 0.7 0.1
H -0.2 -0.5 -0.2
C -0.1 -1.2 -1.1
O -0.2 0.9 1.1
O -0.4 0.7 -0.7
Na 0.3 -0.6 0.6
K 0.4 0.0 0.1

Computed properties:
F_max in eV/Å: 1.615
Orbital gap in eV: 4.32
Net charge: -1

Here are the natural (NBO) charges for atoms 1 to 6, given in e:
1. O -0.781
2. H 0.432
3. C 0.242
4. O -0.852
5. O -1.832
6. Na 0.866

=====

3.
Entry from the OMol25 dataset: a structure of composition C12H16IN3S3Ti (the ωB97M-V functional and the def2-TZVPD basis).

Cartesian coordinates (Å):
Ti -0.970 0.412 0.815
C -0.378 -3.165 -2.134
C -0.184 -1.947 -1.270
S -1.644 -1.399 -0.423
C 0.989 -1.322 -1.107
C 2.267 -1.740 -1.768
S 1.148 0.096 -0.052
H -1.417 -3.488 -2.118
H 0.233 -4.000 -1.785
H -0.107 -2.970 -3.173
H 2.119 -2.590 -2.432
H 3.017 -2.016 -1.025
H 2.693 -0.921 -2.354
I -3.591 0.492 2.440
C -1.908 0.149 3.609
C -1.963 0.101 4.989
C -0.782 -0.158 5.669
C 0.398 -0.358 4.964
C 0.367 -0.282 3.587
N -0.774 -0.024 2.926
H -2.894 0.254 5.514
H -0.786 -0.207 6.749
H 1.329 -0.569 5.470
H 1.244 -0.424 2.968
S -1.614 2.598 -0.085
C -0.641 2.392 -1.502
N -0.815 1.426 -2.387
C 0.204 1.452 -3.436
C 1.103 2.630 -2.995
N 0.372 3.172 -1.847
H -1.530 0.724 -2.273
H -0.254 1.619 -4.410
H 0.752 0.510 -3.450
H 1.214 3.381 -3.774
H 2.086 2.286 -2.674
H 0.716 3.886 -1.227

Forces on the atoms, in the same order (eV/Å):
Ti 0.0 0.0 -0.1
C 0.0 -0.1 -0.1
C 0.1 0.1 0.1
S -0.1 0.1 0.0
C -0.2 0.0 0.0
C 0.1 -0.1 -0.1
S 0.1 0.0 0.2
H 0.0 0.0 0.0
H 0.0 0.0 0.0
H 0.0 0.0 0.0
H 0.0 0.0 0.0
H 0.0 0.0 0.0
H 0.0 0.0 0.0
I -0.1 0.0 -0.1
C 0.3 -0.1 0.4
C 0.0 -0.1 -0.1
C 0.1 0.0 0.0
C -0.1 0.0 0.0
C -0.1 0.0 0.1
N 0.0 0.1 -0.2
H 0.0 0.0 0.0
H 0.0 0.0 0.0
H 0.0 0.0 0.0
H 0.0 0.0 0.0
S 0.1 -0.1 -0.1
C -0.1 -0.2 0.0
N -0.1 0.3 -0.1
C 0.0 -0.1 0.0
C 0.1 0.0 0.0
N -0.1 0.0 0.0
H 0.1 -0.1 0.0
H 0.0 0.0 0.0
H 0.0 0.0 0.0
H 0.0 0.0 0.0
H 0.0 0.0 0.0
H 0.0 0.0 0.0

Computed properties:
F_max in eV/Å: 0.492
Orbital gap (spin up / spin down) in eV: 6.85 / 6.90
Multiplicity: 2
ΔE to the lowest compared entry with this formula, charge and spin in kJ/mol: 44.59
Net charge: +1
Expectation value of S²: 0.7574

Here are the natural (NBO) charges for atoms 1 to 6, given in e:
1. Ti 0.928
2. C -0.655
3. C -0.167
4. S -0.221
5. C -0.157
6. C -0.650

=====

4.
Entry from the OMol25 dataset: a cluster of 2 separate species, C2H7NOP in total in a non-equilibrium geometry (the ωB97M-V functional and the def2-TZVPD basis).

Cartesian coordinates (Å):
C -1.987 0.405 0.903
C 1.434 0.415 -1.178
N -1.400 0.258 2.019
O -0.262 -0.396 2.073
P 1.435 -1.256 -0.307
H -1.609 0.039 -0.062
H -2.909 0.977 0.881
H 2.357 0.500 -1.752
H 0.579 0.530 -1.836
H 0.536 -0.861 0.741
H 0.402 -1.808 -1.061
H 1.424 1.195 -0.420

Forces on the atoms, in the same order (eV/Å):
C -0.5 0.2 -1.3
C 0.4 -0.4 0.2
N 0.4 0.0 1.2
O -0.3 0.1 0.2
P 0.7 0.3 -0.5
H 0.1 -0.1 0.3
H -0.1 0.0 0.1
H -0.1 0.2 -0.1
H -0.1 0.1 0.0
H -0.2 0.0 0.5
H -0.3 -0.4 -0.4
H -0.1 0.1 0.0

Computed properties:
F_max in eV/Å: 1.450
Orbital gap in eV: 6.68
ΔE to the lowest compared entry with this formula, charge and spin in kJ/mol: 0.00
Net charge: -1

Here are the natural (NBO) charges for atoms 1 to 6, given in e:
1. C -0.343
2. C -0.894
3. N -0.106
4. O -0.686
5. P 0.072
6. H 0.124

=====

5.
Entry from the OMol25 dataset: a cluster of 2 separate species, C3H6INO in total in a non-equilibrium geometry (the ωB97M-V functional and the def2-TZVPD basis).

Cartesian coordinates (Å):
C 0.563 1.162 -0.247
C 1.826 1.252 -0.177
O 2.488 1.628 1.006
H 0.139 0.884 -1.143
H -0.071 1.319 0.673
H 2.523 1.389 -0.968
H 1.916 1.762 1.835
C -2.595 -1.942 0.276
N -2.953 -0.959 -0.361
I -4.533 0.338 0.024
H -3.121 -2.238 1.228
H -1.619 -2.352 -0.050

Forces on the atoms, in the same order (eV/Å):
C -3.4 -0.2 2.1
C 3.4 2.3 2.9
O -0.6 0.0 1.0
H -1.3 -0.4 -1.7
H 0.6 -0.4 -1.2
H 0.4 -0.7 -0.7
H 0.8 -0.5 -2.3
C -0.1 -1.0 2.7
N -0.3 2.6 -2.5
I 0.3 -0.8 0.3
H 0.7 -0.3 -0.8
H -0.7 -0.3 0.3

Computed properties:
F_max in eV/Å: 4.991
Orbital gap in eV: 8.98
SMILES: C=CO.C=NI
ΔE to the lowest compared entry with this formula, charge and spin in kJ/mol: 252.55

Here are the natural (NBO) charges for atoms 1 to 6, given in e:
1. C -0.504
2. C 0.146
3. O -0.721
4. H 0.213
5. H 0.196
6. H 0.191

=====

Record-wise E values, in hartree: -5215.79807; -1026.59602; -2972.74848; -551.66593; -545.48558